[1]
The molecule C22H20ClN3O3, computed with ωB97M-V/def2-TZVPD.

As for the max |F|: 0.65 eV/A. The value obtained for the energy above the lowest of the compared OMol25 structures with the same formula, charge and spin is 20.9 kJ/mol. The value obtained for the gap between HOMO and LUMO is 7.82 eV. Its SMILES is COc1cc(CNc2ccc3[nH]c(=O)[nH]c3c2)ccc1OCc1ccccc1Cl. The spin multiplicity is 1.

```
49
Properties=species:S:1:pos:R:3:forces:R:3:mulliken_charge:R:1
C -2.89106 -0.16439 3.59563 -0.2169 0.0395 -0.0010 -1.103
O -1.50922 -0.40968 3.53067 0.4442 -0.2512 -0.1942 -0.392
C -0.92811 -0.57228 2.29981 0.1486 0.0119 0.1877 0.758
C -1.64817 -0.62626 1.11469 -0.0528 0.0547 -0.0146 -0.544
C -1.03256 -0.85846 -0.10889 -0.0271 -0.0095 0.0354 0.467
C -1.86865 -0.90318 -1.37045 0.0493 0.0608 0.0308 -1.128
N -1.46555 -1.91083 -2.32097 -0.3950 -0.2953 0.2600 -0.131
C -0.43836 -1.76918 -3.23217 0.2274 -0.0717 -0.4522 0.629
C 0.10247 -2.93459 -3.79768 -0.1104 0.0432 0.1817 -0.571
C 1.07723 -2.90222 -4.77859 0.1187 0.3487 -0.0766 -1.089
C 1.52286 -1.66582 -5.19913 -0.4489 0.0165 0.4292 0.551
N 2.46507 -1.27319 -6.13347 0.1052 -0.1371 -0.1060 -0.130
C 2.54902 0.09851 -6.18300 0.3135 0.1575 -0.3124 0.147
O 3.26819 0.76452 -6.88959 0.2313 0.2479 -0.2227 -0.639
N 1.63658 0.56124 -5.25464 -0.1500 0.1025 0.1583 -0.115
C 0.99481 -0.49203 -4.63963 -0.0264 -0.6495 0.0254 0.304
C 0.02186 -0.51972 -3.66265 -0.0002 -0.0625 0.0608 -0.470
C 0.33831 -1.05315 -0.14258 -0.0723 -0.0039 -0.0232 -0.231
C 1.07160 -0.97798 1.02524 -0.1089 0.0439 0.2397 -0.676
C 0.46984 -0.72163 2.25052 -0.1030 0.0153 -0.1708 0.191
O 1.31533 -0.68453 3.32378 -0.2611 -0.3893 -0.0689 -0.488
C 1.04578 0.18781 4.40534 0.0919 0.1834 0.4499 -1.103
C 0.62676 1.57681 3.99399 0.1261 -0.0990 -0.1304 0.381
C -0.49020 2.16664 4.57349 0.0903 0.0595 -0.0559 -0.388
C -0.91606 3.42675 4.19706 -0.0617 0.0294 0.0847 -0.736
C -0.22730 4.12338 3.21844 0.0124 -0.0121 -0.0099 -0.420
C 0.89712 3.56527 2.63995 0.0587 -0.0162 -0.0312 -0.644
C 1.32458 2.30623 3.03462 -0.2447 0.1025 0.1473 0.820
Cl 2.76486 1.67202 2.32138 0.2822 0.0932 -0.0822 -0.192
H -3.47039 -1.00634 3.20319 0.0214 0.0479 0.0013 0.407
H -3.16210 0.75088 3.05933 0.0058 -0.0338 0.0012 0.418
H -3.11830 -0.04137 4.65370 -0.0406 0.0040 -0.0663 0.250
H -2.71931 -0.49731 1.13247 -0.1325 -0.0028 0.0503 0.437
H -2.91201 -1.10345 -1.10358 0.0945 0.1456 -0.0236 0.368
H -1.84331 0.07336 -1.86100 -0.1298 -0.0685 0.0110 0.232
H -1.55761 -2.85152 -1.96468 0.0285 0.1063 -0.0472 0.256
H -0.26155 -3.89071 -3.45076 -0.0576 -0.1017 0.0312 0.347
H 1.47441 -3.81513 -5.19348 0.0369 -0.1152 -0.0397 0.364
H 3.02267 -1.88216 -6.70574 0.0206 0.1907 -0.0166 0.156
H 1.48397 1.53778 -5.07334 0.1133 -0.0473 -0.1146 0.159
H -0.35603 0.40019 -3.24857 -0.0673 0.1110 0.0698 0.309
H 0.84081 -1.25057 -1.07667 0.0569 -0.0318 -0.0693 0.323
H 2.14154 -1.11197 1.01301 0.1249 0.0141 0.0403 0.504
H 0.28317 -0.24088 5.06534 0.1688 0.1203 -0.0930 0.376
H 1.99840 0.23227 4.94725 -0.1566 -0.0039 -0.0607 0.388
H -1.03040 1.61965 5.33122 -0.0762 -0.1046 0.0508 0.416
H -1.78677 3.86271 4.66329 -0.0762 0.0404 0.0421 0.395
H -0.55858 5.10328 2.91006 -0.0208 0.0853 -0.0340 0.389
H 1.45436 4.10120 1.88780 0.0658 0.0310 -0.0717 0.447
```
Forces are in eV/Å.


[2]
The molecule C22H20ClN3O4S at a distorted geometry, computed with ωB97M-V/def2-TZVPD.

As for the max |F|: 1.02 eV/A. The value obtained for the energy above the lowest of the compared OMol25 structures with the same formula, charge and spin is 109.4 kJ/mol. The value obtained for the gap between HOMO and LUMO is 8.54 eV. Its SMILES is COc1ccc(NS(=O)(=O)c2ccc3nc(COc4ccc(Cl)c(C)c4)[nH]c3c2)cc1. The spin multiplicity is 1.

```
51
Properties=species:S:1:pos:R:3:forces:R:3:mulliken_charge:R:1
C 1.15606 5.51688 -1.71745 0.0027 0.0207 -0.1812 -0.803
O 1.18378 5.38252 -0.31769 -0.0573 -0.0428 0.3170 -0.446
C 0.12819 4.77661 0.29878 -0.0446 -0.0631 0.1052 0.754
C 0.18424 4.72450 1.69178 0.0516 0.0731 -0.2122 -0.758
C -0.82405 4.12334 2.41347 -0.1613 -0.0804 -0.0923 -0.619
C -1.92292 3.56925 1.76104 0.4248 0.3656 -0.6654 0.101
N -2.95671 2.95441 2.47466 -0.7133 -0.7226 0.1115 -0.288
S -3.48546 1.42786 2.00067 0.2756 0.1139 0.3851 1.152
O -4.17467 0.90336 3.13988 0.2252 0.0104 0.1772 -0.709
O -4.18111 1.53158 0.75540 0.3067 0.0778 -0.1582 -0.656
C -1.93776 0.57143 1.74407 -0.6605 0.2168 -0.1523 0.010
C -1.20459 0.20210 2.86836 0.0982 -0.0970 0.2904 -0.409
C 0.04836 -0.36004 2.74383 -0.1124 0.0809 -0.1157 -1.001
C 0.54959 -0.53202 1.45664 -0.5699 0.3020 -0.5841 0.803
N 1.74462 -1.05343 1.03535 0.6060 -0.2964 0.0079 -0.770
C 1.71829 -0.99365 -0.26356 -0.1440 0.0410 -0.0002 0.296
C 2.81392 -1.44318 -1.17420 0.2938 0.0705 0.0653 -0.601
O 2.32448 -2.03775 -2.35574 -0.0940 0.0108 -0.1806 -0.502
C 1.71485 -3.26236 -2.26556 -0.1503 -0.2692 -0.1272 0.514
C 1.33977 -3.84007 -3.47679 0.0854 0.1705 0.1541 -0.617
C 0.71575 -5.06979 -3.48957 0.0239 0.0428 0.0915 -0.608
C 0.46218 -5.72575 -2.29562 0.1117 0.2239 0.0819 0.554
Cl -0.32058 -7.26940 -2.33759 -0.1023 -0.1960 -0.0319 -0.228
C 0.82255 -5.16748 -1.07336 -0.0964 -0.1787 -0.2184 -0.045
C 0.54012 -5.87815 0.21101 -0.0016 0.0017 0.0171 -1.654
C 1.45198 -3.92848 -1.07593 0.1610 0.2502 -0.0623 -0.007
N 0.56131 -0.45931 -0.75536 0.1672 -0.0375 -0.2369 0.058
C -0.22090 -0.15313 0.32595 0.0041 -0.0180 0.8235 0.285
C -1.47923 0.40903 0.45587 -0.0529 -0.0714 -0.1810 -0.678
C -1.98488 3.62823 0.37532 0.0019 0.1271 0.2472 -0.492
C -0.96801 4.22169 -0.35244 0.2966 0.1318 -0.1458 -0.394
H 0.29018 6.09860 -2.04918 0.0176 -0.0326 0.0061 0.334
H 2.06868 6.04975 -1.97977 -0.0794 -0.0430 -0.0393 0.239
H 1.15196 4.54221 -2.21687 -0.0194 0.0287 0.0149 0.309
H 1.03599 5.16157 2.18782 0.1006 0.0514 0.0716 0.431
H -0.76824 4.08991 3.49182 0.0423 -0.0295 0.1326 0.329
H -2.86357 3.00286 3.47793 -0.0840 -0.1110 0.1282 0.335
H -1.65568 0.35293 3.83641 0.0277 -0.0185 0.1803 0.481
H 0.62904 -0.65675 3.60134 0.0557 -0.0364 0.1219 0.454
H 3.48807 -2.11136 -0.62630 -0.1190 0.0902 -0.0203 0.346
H 3.38750 -0.57398 -1.51598 -0.0505 -0.1611 0.0916 0.314
H 1.54992 -3.31353 -4.39349 0.0288 0.0610 -0.1258 0.434
H 0.42590 -5.52362 -4.42392 -0.0316 -0.0564 -0.0763 0.421
H 0.86749 -5.28676 1.06136 0.0186 0.0276 0.0642 0.376
H 1.05196 -6.83961 0.22861 -0.0105 -0.0661 0.0664 0.367
H -0.52708 -6.07433 0.30549 -0.0363 -0.0476 0.0674 0.382
H 1.72611 -3.49564 -0.12665 0.0320 0.0297 0.1129 0.412
H 0.32792 -0.35386 -1.72901 0.0341 -0.0574 0.0465 0.200
H -2.09223 0.70208 -0.37979 -0.0549 0.0470 -0.1450 0.517
H -2.84321 3.20915 -0.12363 -0.0661 0.0402 -0.1229 0.669
H -1.04987 4.25159 -1.42741 0.0191 0.0251 -0.1044 0.408
```
Forces are in eV/Å.


[3]
The molecule C22H20ClNO2, computed with ωB97M-V/def2-TZVPD.

As for the max |F|: 0.57 eV/A. The value obtained for the gap between HOMO and LUMO is 9.13 eV. Its SMILES is O=C(C[C@@H](c1ccccc1)c1ccccc1O)NCc1ccccc1Cl. The spin multiplicity is 1.

```
46
Properties=species:S:1:pos:R:3:forces:R:3:mulliken_charge:R:1
O -2.21772 0.00968 -1.07838 -0.4255 0.3123 -0.1862 -0.701
C -1.15017 -0.49936 -0.80163 0.3135 -0.4763 -0.0357 0.475
C -0.07982 -0.84240 -1.82343 0.0076 0.1116 -0.1295 -1.470
C 1.06678 0.19637 -1.89528 0.0415 -0.0794 0.0198 0.610
C 0.78522 1.37669 -2.79499 0.0290 -0.0346 -0.1497 -0.393
C 1.87016 2.04254 -3.35634 -0.0177 -0.0018 -0.0008 -0.495
C 1.68387 3.14185 -4.17305 0.1014 0.0323 -0.0194 -0.733
C 0.40312 3.59422 -4.44257 -0.0634 0.0921 -0.0476 -0.373
C -0.68161 2.94131 -3.88538 -0.0252 0.1183 -0.0648 -0.985
C -0.49544 1.84083 -3.06459 0.0135 -0.0635 -0.0136 0.126
C 1.45721 0.66862 -0.51169 0.5187 -0.1976 -0.0631 -0.554
C 0.87363 1.78200 0.07292 0.1521 -0.0502 0.1050 0.123
C 1.21843 2.18369 1.35180 -0.0974 0.1049 0.0680 -1.091
C 2.16840 1.47428 2.06428 0.0287 -0.0119 0.0117 -0.451
C 2.76444 0.36190 1.49874 0.0643 -0.0597 -0.0664 -0.799
C 2.40873 -0.04896 0.22117 -0.1158 0.4044 0.1574 1.396
O 2.96007 -1.16554 -0.34444 0.0049 -0.1324 -0.1109 -0.586
N -0.81200 -0.84053 0.46016 0.0015 -0.2334 0.2855 0.242
C -1.62059 -0.50057 1.60968 -0.0788 0.1241 0.0100 -1.164
C -1.91889 -1.72387 2.43356 0.0933 0.0769 0.0154 0.216
C -3.19041 -2.28156 2.45633 0.0731 0.0017 0.0488 -0.508
C -3.46042 -3.41815 3.19808 -0.0589 -0.0331 0.0057 -0.706
C -2.45345 -4.02120 3.93173 -0.0022 -0.0002 -0.0062 -0.380
C -1.17619 -3.48865 3.92041 0.0474 0.0091 -0.0083 -0.608
C -0.92067 -2.35209 3.17279 -0.3181 -0.1602 0.0910 0.707
Cl 0.68947 -1.70403 3.17109 0.1820 0.0596 0.0278 -0.155
H -0.54563 -0.92497 -2.80584 -0.0302 -0.0690 0.0863 0.485
H 0.35209 -1.80880 -1.55708 -0.0046 -0.0025 -0.0124 0.440
H 1.93445 -0.33024 -2.30913 -0.1557 0.0902 0.0198 0.803
H 2.87204 1.69234 -3.14854 0.1030 -0.0479 0.0266 0.390
H 2.53854 3.64483 -4.60222 0.0625 0.0305 -0.0353 0.384
H 0.25348 4.45127 -5.08300 -0.0139 0.0603 -0.0478 0.383
H -1.68406 3.28978 -4.08758 -0.0807 0.0240 -0.0157 0.423
H -1.35644 1.35383 -2.63521 -0.0972 -0.1105 0.0522 0.418
H 0.13462 2.33648 -0.48514 -0.0692 0.0819 -0.0721 0.509
H 0.74744 3.05070 1.78933 -0.0383 0.0851 0.0361 0.411
H 2.44692 1.78014 3.06152 0.0275 0.0299 0.0821 0.406
H 3.50638 -0.20015 2.05171 0.0711 -0.0542 0.0563 0.323
H 3.62549 -1.53032 0.25078 -0.0839 0.0457 -0.0488 0.347
H 0.10636 -1.21128 0.64700 -0.0426 0.0664 -0.1149 0.122
H -2.54282 -0.06216 1.22283 0.1191 -0.0361 0.1169 0.562
H -1.09385 0.24515 2.21952 -0.1235 -0.0416 -0.0908 0.279
H -3.97309 -1.81231 1.87977 -0.0851 0.0662 -0.0747 0.398
H -4.45640 -3.83369 3.20230 -0.0927 -0.0363 -0.0006 0.382
H -2.65664 -4.90753 4.51291 -0.0174 -0.0791 0.0532 0.367
H -0.38106 -3.95015 4.48511 0.0824 -0.0162 0.0396 0.426
```
Forces are in eV/Å.


Highest occupied orbital energy values, unit eV, following the record order: -7.24, -8.26, -8.63.